1.
Density functional theory data (the ωB97M-V functional and the def2-TZVPD basis) for a cluster of 7 separate species, C7H29NO6 in total.

Each line ends with the Löwdin charge.
CARTESIAN COORDINATES (ANGSTROEM)
1 C -1.313 0.237 -2.788  -0.08
2 C -1.331 -0.439 -1.423  -0.30
3 C -0.909 -1.938 -1.714  -0.06
4 C -0.495 0.154 -0.153  -0.19
5 N -1.454 0.589 0.840  -0.05
6 C -0.867 1.049 2.102  -0.39
7 C -0.037 -0.023 2.881  -0.07
8 C 0.215 2.111 1.950  -0.10
9 H -0.361 0.731 -3.032  0.08
10 H -1.405 -0.522 -3.544  0.06
11 H -2.097 0.986 -2.953  0.08
12 H -2.283 -0.340 -0.933  0.11
13 H -0.397 -2.275 -0.821  0.04
14 H -1.749 -2.625 -1.874  0.10
15 H -0.190 -2.005 -2.499  0.04
16 H 0.172 0.943 -0.459  0.08
17 H 0.192 -0.639 0.225  0.07
18 H -2.074 -0.195 1.000  0.12
19 H -1.528 1.664 2.749  0.15
20 H 0.757 -0.454 2.268  0.05
21 H -0.542 -0.927 3.279  0.07
22 H 0.403 0.535 3.710  0.07
23 H 0.628 2.645 2.801  0.09
24 H 0.982 1.695 1.274  0.06
25 H -0.041 2.969 1.274  0.08
26 O 3.067 -0.344 0.559  -0.06
27 H 3.581 -0.010 -0.196  0.06
28 H 3.713 -0.461 1.260  0.06
29 O 0.703 3.520 -1.913  -0.05
30 H 0.017 3.158 -2.493  0.03
31 H 0.862 2.745 -1.359  0.01
32 O -1.015 -2.756 1.731  -0.05
33 H -0.145 -2.866 1.337  0.01
34 H -1.054 -3.394 2.449  0.05
35 O -2.128 2.970 -0.724  -0.07
36 H -1.270 3.380 -0.554  0.00
37 H -2.096 2.114 -0.255  0.00
38 O 2.028 -1.514 -1.707  -0.06
39 H 1.387 -1.060 -1.137  0.00
40 H 1.458 -2.086 -2.224  0.04
41 O 2.303 -2.731 0.624  -0.09
42 H 2.639 -2.575 -0.281  0.02
43 H 1.674 -2.017 0.722  -0.04

SMILES string   CC(C)CNC(C)C.O.O.O.O.O.O
F_max   4.2 eV/A
Electronic energy   -790.22014 a.u.
Energy relative to the best compared isomer or geometry (same formula, charge and spin)   19.1 kcal/mol
Highest occupied orbital energy   -9.528 eV
Kohn-Sham gap   9.8 eV

---

2.
Density functional theory data (the ωB97M-V functional and the def2-TZVPD basis) for a cluster of 2 separate species, C7H2F4IO2 in total.

Each line ends with the Löwdin charge.
CARTESIAN COORDINATES (ANGSTROEM)
1 C 0.373 -0.354 -1.720  -0.03
2 C -0.491 -0.876 -0.805  -0.24
3 C 1.459 0.517 -1.527  -0.37
4 C -0.650 -0.414 0.546  -0.32
5 C 4.017 0.281 1.660  -0.49
6 C -0.907 0.843 1.009  -0.63
7 C 1.848 1.010 -0.361  -0.11
8 O 4.334 -0.444 0.860  0.22
9 O 3.758 0.985 2.551  0.17
10 F -1.480 -1.767 -1.224  0.00
11 F 2.061 0.610 -2.857  -0.10
12 F -0.923 -1.442 1.466  -0.01
13 F 3.164 1.671 -0.405  -0.17
14 I -0.923 2.555 -0.048  0.94
15 H 0.266 -0.558 -2.752  0.11
16 H -1.104 0.860 2.064  0.03

F_max   3.7 eV/A
Electronic energy   -1115.52099 a.u.
Total charge   -1
Highest occupied orbital energy   -4.150 eV
Kohn-Sham gap   6.9 eV

---

3.
Density functional theory data (the ωB97M-V functional and the def2-TZVPD basis) for the ion C7H2O3 with charge -2.

Each line ends with the Löwdin charge.
CARTESIAN COORDINATES (ANGSTROEM)
1 O -0.403 1.792 2.431  -0.11
2 C -0.599 1.553 1.205  -0.53
3 C -1.410 2.449 0.460  -0.02
4 C -1.930 3.593 0.358  -0.35
5 O -2.337 4.731 0.054  -0.15
6 C -0.002 0.405 0.580  -0.14
7 C -0.175 -0.085 -0.673  -0.21
8 C -0.868 0.446 -1.759  -0.09
9 C -1.420 0.469 -2.888  -0.38
10 O -1.998 0.847 -3.916  -0.14
11 H 0.679 -0.089 1.167  0.04
12 H 0.444 -1.049 -0.705  0.09

SMILES string   O=C(C#C[O-])/C=C\C#C[O-]
F_max   2.5 eV/A
Electronic energy   -493.52892 a.u.
Total charge   -2
Highest occupied orbital energy   0.495 eV
Kohn-Sham gap   6.0 eV

---

4.
Density functional theory data (the ωB97M-V functional and the def2-TZVPD basis) for a cluster of 6 separate species, C7H30BNO4 in total.

Each line ends with the Löwdin charge.
CARTESIAN COORDINATES (ANGSTROEM)
1 O 32.356 -0.578 -6.510  0.23
2 H 32.389 0.186 -7.123  0.14
3 H 31.473 -1.094 -6.615  0.07
4 H 33.122 -1.138 -6.716  0.16
5 N 28.729 0.607 -7.622  0.23
6 H 29.199 -0.284 -7.421  0.07
7 H 29.247 1.101 -8.385  0.01
8 H 28.722 1.245 -6.804  0.07
9 H 27.769 0.404 -7.945  0.08
10 B 30.690 1.492 -9.727  -0.40
11 H 31.449 0.854 -9.134  -0.08
12 H 30.737 2.546 -9.276  -0.06
13 H 31.108 1.535 -10.791  -0.07
14 H 29.679 0.971 -9.708  -0.07
15 C 29.291 -2.368 -5.901  -0.29
16 O 30.105 -1.812 -6.904  -0.40
17 H 29.197 -3.441 -6.085  0.06
18 H 29.667 -2.185 -4.884  0.05
19 H 28.303 -1.887 -5.835  0.03
20 C 24.270 0.042 -6.413  -0.05
21 C 25.523 -0.686 -6.895  -0.49
22 C 25.239 -2.072 -7.440  -0.05
23 O 26.138 0.028 -7.943  -0.07
24 H 24.489 1.095 -6.231  0.08
25 H 23.861 -0.423 -5.517  0.08
26 H 23.488 0.024 -7.178  0.08
27 H 26.164 -0.787 -6.017  0.12
28 H 24.470 -2.623 -6.893  0.08
29 H 26.169 -2.638 -7.373  0.08
30 H 24.898 -2.074 -8.477  0.09
31 H 25.492 0.177 -8.641  0.12
32 C 29.964 3.279 -3.757  -0.06
33 C 29.107 2.215 -4.403  -0.45
34 C 27.724 2.089 -3.741  -0.04
35 O 28.921 2.539 -5.801  -0.08
36 H 30.136 3.026 -2.709  0.08
37 H 29.572 4.298 -3.787  0.09
38 H 30.957 3.386 -4.197  0.08
39 H 29.542 1.216 -4.380  0.14
40 H 27.839 2.102 -2.658  0.08
41 H 27.149 1.265 -4.158  0.07
42 H 27.183 3.018 -3.948  0.08
43 H 28.358 3.316 -5.883  0.11

F_max   3.7 eV/A
Electronic energy   -665.07525 a.u.
Highest occupied orbital energy   -8.323 eV
Kohn-Sham gap   8.3 eV

---

5.
Density functional theory data (the ωB97M-V functional and the def2-TZVPD basis) for a cluster of 10 separate species, C7H31NO9 in total.

Each line ends with the Löwdin charge.
CARTESIAN COORDINATES (ANGSTROEM)
1 C 2.159 0.996 -2.255  -0.26
2 C 1.725 -0.462 -1.996  -0.18
3 C 0.738 -0.621 -0.812  -0.36
4 C -0.564 -0.147 -0.746  -0.02
5 C 1.394 -2.798 2.380  -0.13
6 C 0.711 -1.947 1.306  -0.27
7 C 1.137 -1.723 0.020  -0.21
8 N 1.404 1.604 -3.379  0.00
9 H 1.857 1.613 -1.406  0.09
10 H 3.232 1.080 -2.398  0.09
11 H 2.529 -1.177 -1.804  0.09
12 H 1.327 -0.862 -2.932  0.08
13 H -1.163 0.428 -1.421  -0.03
14 H -1.251 -0.289 0.074  0.00
15 H 2.086 -3.415 1.784  0.06
16 H 0.694 -3.516 2.795  0.05
17 H 2.095 -2.186 2.944  0.05
18 H -0.165 -1.405 1.653  0.04
19 H 1.872 -2.450 -0.336  0.09
20 H 0.465 1.554 -3.033  0.01
21 H 1.548 1.121 -4.251  0.05
22 H 1.161 -0.256 2.502  -0.01
23 H 2.419 0.228 1.756  0.03
24 O 1.905 0.363 2.553  -0.08
25 H -1.086 1.889 -2.427  -0.02
26 H -0.932 3.284 -2.029  0.05
27 O -1.622 2.610 -2.087  -0.06
28 H -2.408 -1.266 -3.280  -0.01
29 H -2.750 -0.091 -2.315  -0.03
30 O -2.799 -0.407 -3.225  -0.06
31 H -3.271 1.249 -1.145  0.03
32 H -4.249 0.203 -0.643  0.06
33 O -3.345 0.507 -0.539  -0.05
34 H -0.979 2.315 2.496  0.06
35 H 0.344 2.751 3.290  0.04
36 O -0.612 2.834 3.219  -0.04
37 H -2.189 -1.279 2.723  0.02
38 H -2.707 -0.744 1.468  0.01
39 O -2.709 -0.529 2.410  -0.07
40 H 1.193 2.375 1.602  -0.01
41 H 2.716 2.403 0.948  0.01
42 O 1.952 2.849 1.274  -0.06
43 H -0.921 -0.369 4.181  0.01
44 H -0.780 1.250 4.152  -0.01
45 O -0.396 0.399 4.384  -0.06
46 H -0.485 -2.871 -1.703  0.03
47 H -0.358 -2.338 -3.202  0.02
48 O -0.919 -2.756 -2.551  -0.05

Spin multiplicity   2
F_max   3.2 eV/A
<S²>   0.768
Electronic energy   -1017.10880 a.u.
Total charge   -1
Energy relative to the best compared isomer or geometry (same formula, charge and spin)   26.4 kcal/mol
Highest occupied orbital energy (alpha / beta)   -1.052 / -3.750 eV
Kohn-Sham gap (alpha / beta)   4.0 / 6.6 eV

---

6.
Density functional theory data (the ωB97M-V functional and the def2-TZVPD basis) for a cluster of 9 separate species, C7H32O10 in total.

Each line ends with the Löwdin charge.
CARTESIAN COORDINATES (ANGSTROEM)
1 C 26.477 -4.638 -23.113  -0.02
2 O 25.493 -3.691 -23.291  -0.03
3 C 25.221 -3.277 -24.671  -0.07
4 C 24.617 -4.405 -25.509  -0.12
5 O 23.712 -4.052 -26.574  -0.08
6 C 24.196 -3.193 -27.577  -0.05
7 H 26.097 -5.623 -23.383  0.14
8 H 26.710 -4.522 -22.055  0.13
9 H 27.355 -4.341 -23.687  0.12
10 H 26.180 -3.056 -25.138  0.15
11 H 24.552 -2.418 -24.723  0.14
12 H 24.121 -5.116 -24.848  0.15
13 H 25.433 -4.986 -25.940  0.15
14 H 24.434 -2.240 -27.105  0.10
15 H 23.526 -3.065 -28.428  0.11
16 H 25.116 -3.608 -27.988  0.11
17 O 21.532 -4.397 -20.941  -0.04
18 H 21.492 -4.959 -20.167  0.07
19 H 20.701 -3.922 -20.936  0.07
20 O 23.721 -5.599 -21.590  -0.04
21 H 24.392 -4.938 -21.421  0.00
22 H 22.899 -5.108 -21.605  -0.03
23 O 22.314 1.500 -20.526  -0.03
24 H 21.645 1.281 -21.175  0.05
25 H 21.982 2.287 -20.095  0.06
26 O 24.633 -2.894 -19.167  -0.05
27 H 24.575 -2.350 -19.952  -0.02
28 H 23.900 -2.608 -18.622  0.01
29 O 20.088 -1.845 -23.920  -0.04
30 H 20.634 -2.321 -24.544  0.02
31 H 20.292 -0.923 -24.077  0.03
32 C 20.941 -1.200 -18.430  -0.14
33 O 22.027 -1.756 -17.675  -0.12
34 H 21.185 -0.138 -18.464  0.07
35 H 20.957 -1.497 -19.479  0.06
36 H 19.939 -1.341 -18.026  0.08
37 H 22.094 -1.206 -16.891  0.08
38 C 27.321 1.487 -20.777  -0.12
39 O 28.757 1.367 -21.154  -0.14
40 H 26.748 2.095 -21.477  0.07
41 H 26.872 0.497 -20.842  0.05
42 H 27.214 1.818 -19.744  0.07
43 H 28.919 0.426 -21.056  0.05
44 C 23.361 -1.382 -21.824  -0.14
45 O 24.144 -0.587 -20.968  -0.12
46 H 23.966 -1.712 -22.669  0.05
47 H 22.897 -2.258 -21.372  0.06
48 H 22.504 -0.783 -22.134  0.07
49 H 23.707 0.254 -20.817  0.04

Spin multiplicity   2
F_max   4.3 eV/A
<S²>   0.757
Electronic energy   -1037.81161 a.u.
Total charge   +1
Energy relative to the best compared isomer or geometry (same formula, charge and spin)   100.4 kcal/mol
Highest occupied orbital energy (alpha / beta)   -12.223 / -12.223 eV
Kohn-Sham gap (alpha / beta)   9.5 / 3.1 eV